{
  "formula": "C9H17ClFeI2N2OP",
  "method": "ωB97M-V/def2-TZVPD",
  "mol_weight_g_mol": 545.33,
  "total_charge": 2,
  "e_lumo_ev": [-8.189, -12.193],
  "spin_multiplicity": 6,
  "e_homo_ev": [-15.66, -15.42],
  "species": ["I", "I", "Fe", "P", "C", "C", "H", "H", "H", "C", "H", "H", "H", "H", "H", "H", "C", "O", "Cl", "C", "C", "C", "C", "N", "N", "C", "H", "H", "H", "H", "H", "H", "H", "H"],
  "xyz": [[-1.2211, 2.3213, -3.0719], [2.5815, 1.3815, 0.0390], [0.5171, 0.1336, -0.2495], [1.7486, -1.4777, -1.3764], [3.3459, -2.0959, -0.7536], [0.8027, -3.0097, -1.5814], [1.2349, -0.2925, -3.4027], [2.4887, -1.5804, -3.6247], [2.9270, -0.0104, -2.8850], [2.1360, -0.7605, -2.9892], [-0.1849, -2.7612, -1.9913], [1.3512, -3.6924, -2.2453], [3.8031, -2.7337, -1.5267], [3.1853, -2.6851, 0.1613], [0.6451, -3.4764, -0.5990], [4.0124, -1.2554, -0.5223], [1.2117, -0.9273, 1.1714], [1.6268, -1.5298, 2.0778], [-1.2479, -0.6304, -1.2754], [-3.3796, 3.5399, 0.6917], [-2.4268, 2.5035, 1.1292], [-2.4125, 1.7024, 2.2760], [-1.3729, 0.7771, 2.1099], [-0.7023, 1.0832, 0.9604], [-1.3688, 2.1466, 0.3980], [-1.0672, -0.3391, 3.0134], [-4.3997, 3.1822, 0.8919], [-3.2106, 4.4528, 1.2791], [-3.2617, 3.7543, -0.3788], [-3.0996, 1.7463, 3.1027], [-1.2460, 2.4055, -0.6083], [-0.1634, -0.1233, 3.6042], [-1.9193, -0.4638, 3.6965], [-0.9338, -1.2850, 2.4789]],
  "atomic_forces_ev_per_a": [[0.050, -0.599, -0.188], [0.785, 1.181, -0.314], [-0.203, -0.389, 0.894], [0.713, -0.662, -0.894], [-0.024, 0.351, 0.470], [-0.445, 0.197, -0.097], [0.234, -0.200, -0.111], [-0.120, 0.221, -0.117], [-0.158, -0.162, 0.029], [-0.141, -0.107, -0.054], [0.405, -0.353, -0.056], [-0.147, 0.160, 0.214], [-0.253, 0.208, 0.207], [0.125, 0.106, -0.333], [0.162, 0.052, -0.243], [-0.081, -0.311, -0.112], [1.557, -3.459, 5.133], [-1.337, 2.435, -3.770], [-0.728, 0.467, -1.327], [-0.259, 0.232, 0.137], [0.123, -0.458, 0.822], [0.161, -0.095, -0.721], [-0.126, 1.483, -1.046], [-0.563, 0.362, -0.063], [0.023, -0.102, -0.652], [0.189, -0.381, 0.581], [0.279, 0.258, -0.160], [-0.149, -0.109, -0.291], [-0.126, 0.090, 0.299], [-0.074, -0.029, -0.018], [0.117, -0.374, 1.884], [-0.314, -0.179, -0.081], [0.408, 0.001, -0.143], [-0.082, 0.162, 0.122]]
}


{
  "formula": "C29H31Br43NO7S",
  "method": "ωB97M-V/def2-TZVPD",
  "mol_weight_g_mol": 3973.51,
  "total_charge": -1,
  "e_lumo_ev": 0.818,
  "e_homo_ev": -5.37,
  "species": ["O", "C", "N", "C", "C", "C", "C", "S", "O", "O", "O", "C", "O", "O", "C", "Br", "C", "C", "O", "C", "C", "C", "C", "C", "C", "H", "H", "H", "H", "H", "H", "H", "H", "H", "H", "H", "H", "H", "H", "H", "H", "H", "C", "Br", "Br", "Br", "H", "C", "Br", "Br", "Br", "H", "C", "Br", "Br", "Br", "H", "C", "Br", "Br", "Br", "H", "C", "Br", "Br", "Br", "H", "C", "Br", "Br", "Br", "H", "C", "Br", "Br", "Br", "H", "C", "Br", "Br", "Br", "H", "C", "Br", "Br", "Br", "H", "C", "Br", "Br", "Br", "H", "C", "Br", "Br", "Br", "H", "C", "Br", "Br", "Br", "H", "C", "Br", "Br", "Br", "H", "C", "Br", "Br", "Br", "H"],
  "xyz": [[3.4552, 0.3637, 3.2140], [2.5172, 0.6863, 2.5353], [1.2503, 1.0740, 2.9311], [0.8435, 2.2029, 2.0396], [-0.6540, 2.1341, 1.6891], [-1.0152, 1.2680, 0.4538], [-1.9188, 0.0626, 0.7592], [-3.5364, 0.5348, 1.2742], [-4.2371, 1.1802, 0.1983], [-3.5457, 1.2948, 2.4817], [-4.2623, -0.8691, 1.5894], [0.9418, 3.4419, 3.0094], [1.8611, 4.2684, 2.8420], [0.0895, 3.4579, 3.9279], [1.9147, 2.2422, 0.9580], [1.5393, 3.0450, -0.7631], [2.4170, 0.7788, 0.9903], [3.6228, 0.4619, 0.1464], [4.1538, -0.8660, 0.2868], [3.2236, -1.8240, 0.5816], [2.1703, -2.1568, -0.2563], [1.2245, -3.1042, 0.1163], [1.3033, -3.7302, 1.3516], [2.3720, -3.4059, 2.1806], [3.3285, -2.4681, 1.8213], [1.1879, 1.2970, 3.9200], [-1.0829, 3.1290, 1.6372], [-1.1363, 1.6778, 2.5486], [-0.1637, 0.9287, -0.1273], [-1.6002, 1.8979, -0.2224], [-2.0622, -0.4598, -0.1909], [-1.4350, -0.6559, 1.4205], [-5.1431, -0.8148, 1.1923], [2.7451, 2.8289, 1.3522], [1.5117, 0.2183, 0.7581], [3.4143, 0.7030, -0.8997], [4.4217, 1.1397, 0.4548], [2.0678, -1.6736, -1.2212], [0.3994, -3.3270, -0.5489], [0.5447, -4.4376, 1.6479], [2.4071, -3.8933, 3.1478], [4.1080, -2.2399, 2.5255], [-5.8481, 3.1559, -2.7912], [-4.4055, 2.0151, -3.3369], [-5.5368, 4.9870, -3.2961], [-7.5576, 2.5254, -3.4399], [-5.8883, 3.1215, -1.7108], [-2.7349, -2.4884, 4.1389], [-1.9249, -0.8353, 4.6818], [-1.7177, -3.2881, 2.7146], [-2.9634, -3.7139, 5.6164], [-3.7208, -2.2621, 3.7578], [-5.2679, 9.2678, -3.1375], [-4.5825, 8.2810, -4.6418], [-6.8054, 10.3245, -3.6266], [-5.6407, 8.1219, -1.6409], [-4.4946, 9.9564, -2.8289], [7.6741, -3.3527, 0.5592], [8.3030, -1.5953, 0.0890], [5.7840, -3.3443, 0.9554], [8.1262, -4.6598, -0.7932], [8.1924, -3.6448, 1.4608], [11.6960, -4.4746, 1.6772], [13.2898, -5.3183, 2.3455], [10.4426, -4.0888, 3.0977], [12.1007, -2.9047, 0.6419], [11.2176, -5.1778, 1.0120], [-8.0483, 0.1385, -6.1754], [-7.8339, -1.7589, -5.9317], [-6.5763, 0.9001, -7.1388], [-9.7445, 0.5692, -6.9856], [-8.0444, 0.5853, -5.1913], [-7.4653, 4.6091, -9.2807], [-6.0671, 4.1704, -10.5312], [-6.7867, 4.7851, -7.4922], [-8.4483, 6.1723, -9.8304], [-8.1596, 3.7807, -9.2777], [9.7692, -8.8811, 0.8426], [9.4702, -8.4101, -0.9981], [11.3077, -10.0217, 1.0468], [9.8905, -7.3135, 1.9534], [8.9089, -9.4435, 1.1753], [-2.1607, -0.2700, -6.5472], [-3.9078, -1.0651, -6.4690], [-2.3048, 1.6460, -6.4426], [-0.9853, -0.9915, -5.2024], [-1.7268, -0.5036, -7.5084], [-9.9123, -3.2616, -2.1183], [-8.3540, -4.3908, -2.1595], [-9.4422, -1.4075, -1.8914], [-11.0331, -3.5368, -3.6619], [-10.4914, -3.5486, -1.2529], [1.0039, -3.2291, 6.4023], [2.5528, -4.2624, 6.9097], [-0.0705, -2.7395, 7.9225], [1.4712, -1.6913, 5.3564], [0.3907, -3.8650, 5.7774], [17.1341, -5.6162, 0.5957], [18.7347, -5.9721, -0.4153], [15.6257, -5.2826, -0.5462], [16.7657, -7.0197, 1.8637], [17.3104, -4.7141, 1.1634], [-3.9731, -1.4560, 8.6106], [-5.7990, -2.0681, 8.6631], [-3.8379, 0.4290, 8.9596], [-2.8487, -2.4823, 9.7907], [-3.6094, -1.6224, 7.6047], [-7.9285, 14.2854, -3.3579], [-8.7573, 14.6375, -5.0599], [-6.1394, 14.9876, -3.2785], [-9.0075, 14.9181, -1.8947], [-7.8518, 13.2121, -3.2564]],
  "atomic_forces_ev_per_a": [[0.242, -0.342, 0.260], [-0.959, -0.279, -0.979], [1.079, -0.183, -0.089], [-1.447, 1.509, 1.220], [0.471, -1.258, -0.465], [-1.130, 0.900, 0.331], [0.794, -0.592, -0.829], [-0.674, 1.619, 0.747], [-0.008, -0.756, -0.745], [0.547, -0.501, 0.379], [0.352, -0.085, -0.304], [0.326, 1.319, 0.806], [0.043, -0.490, -0.590], [-0.017, -0.615, -0.321], [1.306, -0.872, 0.659], [-0.227, -0.180, 0.086], [-0.483, 0.480, -0.111], [0.168, 0.588, 0.175], [-0.454, 0.161, -0.111], [-0.116, -0.135, 0.803], [-0.069, -0.012, -0.482], [-0.068, 0.070, 0.143], [0.436, 0.351, -0.400], [-0.441, -0.420, 0.181], [-0.860, -0.163, -0.058], [-0.243, 0.231, -0.055], [0.116, 0.100, -0.269], [0.094, 0.193, 0.207], [0.020, -0.183, 0.090], [0.200, -0.016, -0.227], [-0.307, -0.115, 0.076], [-0.325, 0.161, 0.463], [-0.038, -0.046, -0.088], [-0.311, 0.531, -0.082], [0.417, -0.639, -0.316], [-0.100, -0.255, -0.057], [0.156, -0.154, 0.022], [0.112, 0.106, 0.031], [0.027, 0.003, -0.081], [0.103, -0.165, 0.085], [0.259, 0.111, 0.055], [-0.009, 0.441, 0.032], [0.189, -0.057, 0.096], [-0.109, 0.008, -0.078], [-0.066, -0.225, -0.083], [-0.001, 0.102, 0.069], [-0.031, -0.020, -0.002], [-0.003, 0.208, 0.009], [-0.288, -0.027, 0.069], [-0.074, -0.059, 0.111], [-0.002, 0.003, -0.046], [0.021, -0.016, -0.047], [0.063, -0.001, 0.095], [-0.062, 0.024, 0.029], [-0.018, -0.033, -0.041], [-0.004, 0.197, -0.022], [-0.005, 0.011, -0.018], [-0.197, -0.068, 0.035], [-0.052, -0.063, -0.010], [1.113, -0.396, -0.330], [0.067, 0.040, 0.076], [0.042, -0.006, -0.038], [0.100, 0.183, -0.058], [-0.115, 0.002, 0.116], [0.125, 0.004, -0.058], [0.006, -0.051, 0.068], [-0.044, 0.001, -0.015], [0.008, 0.030, 0.016], [-0.005, -0.011, -0.009], [-0.343, 0.201, -0.083], [0.041, -0.022, 0.014], [0.008, -0.047, -0.029], [-0.005, -0.055, 0.057], [-0.032, 0.021, 0.032], [0.009, 0.068, 0.017], [0.043, -0.036, 0.006], [0.007, -0.005, -0.007], [0.001, 0.030, -0.008], [0.033, -0.034, 0.011], [-0.027, 0.053, -0.010], [-0.118, -0.222, 0.038], [-0.003, 0.006, -0.005], [-0.025, -0.012, 0.031], [0.305, -0.283, 0.050], [0.114, 0.015, 0.003], [-0.035, 0.089, -0.025], [-0.024, -0.040, 0.001], [-0.016, 0.024, -0.009], [-0.035, 0.055, -0.032], [0.010, -0.053, -0.064], [0.080, 0.042, 0.050], [0.006, -0.006, 0.000], [-0.100, 0.143, -0.124], [-0.036, 0.027, -0.009], [0.170, -0.068, -0.065], [0.376, -0.060, 0.011], [-0.005, -0.037, 0.036], [-0.055, 0.034, -0.007], [-0.049, -0.014, 0.036], [0.118, -0.016, -0.101], [0.009, 0.025, -0.037], [0.007, -0.008, 0.007], [0.071, 0.095, -0.080], [0.057, 0.000, 0.006], [-0.010, -0.087, -0.002], [-0.228, 0.024, 0.139], [0.016, -0.015, 0.010], [0.010, -0.025, 0.010], [0.025, -0.001, 0.054], [-0.051, -0.009, -0.007], [0.031, -0.003, -0.055], [0.011, 0.004, 0.011]]
}


{
  "formula": "CCl3NO",
  "method": "ωB97M-V/def2-TZVPD",
  "mol_weight_g_mol": 148.38,
  "e_lumo_ev": [-1.066, -1.289],
  "e_homo_ev": [-9.13, -8.37],
  "species": ["C", "N", "O", "Cl", "Cl", "Cl"],
  "xyz": [[1.1886, -0.3142, -0.1556], [-2.1216, 0.7715, -0.0061], [1.7671, -1.2813, -0.4264], [1.7299, 1.0787, 0.5471], [-0.9743, -0.3972, -0.2137], [-2.5153, 1.1449, 1.5711]],
  "atomic_forces_ev_per_a": [[-1.030, -0.735, -0.144], [0.282, 0.250, -1.448], [0.144, -0.708, -0.406], [0.528, 1.718, 0.685], [0.010, -0.414, 0.274], [0.066, -0.111, 1.040]]
}


{
  "formula": "C3H8N2",
  "method": "ωB97M-V/def2-TZVPD",
  "mol_weight_g_mol": 72.11,
  "total_charge": -1,
  "e_lumo_ev": [4.556, 4.493],
  "spin_multiplicity": 2,
  "e_homo_ev": [1.41, -3.10],
  "species": ["C", "C", "C", "N", "N", "H", "H", "H", "H", "H", "H", "H", "H"],
  "xyz": [[-0.3030, 0.5808, -1.6089], [-0.0751, -0.0190, -0.2491], [-0.1074, 0.7207, 0.8842], [0.2509, 0.1938, 2.1538], [0.2335, -1.3673, -0.2543], [-0.9690, 1.4359, -1.7273], [-0.5886, -0.2016, -2.3126], [0.6593, 0.9528, -1.9954], [-0.4042, 1.7514, 0.7860], [-0.5451, 0.2551, 2.7893], [0.5831, -0.7511, 2.2278], [0.4494, -1.7705, -1.1601], [0.8161, -1.7810, 0.4665]],
  "atomic_forces_ev_per_a": [[0.894, -0.148, -0.583], [-0.215, 1.176, 0.884], [0.137, -1.540, -1.324], [-0.667, 1.180, 1.079], [-0.072, -0.597, -0.446], [-0.374, -0.143, 0.538], [-0.277, 0.109, -0.010], [0.032, -0.201, 0.038], [0.121, 0.184, 0.362], [0.197, 0.019, -0.001], [0.148, -0.292, -0.632], [0.039, 0.048, 0.002], [0.037, 0.205, 0.092]]
}